# 1
The following is a DFT calculation (ωB97M-V/def2-TZVPD) of a 3-piece molecular cluster, C36H57F18N4O5 overall in a non-equilibrium geometry.

Its gap between HOMO and LUMO is 0.33025 Eh. Its highest occupied orbital energy is -11.82 eV. The calculation puts the LUMO energy at -2.83 eV. The energy above the lowest of the compared OMol25 structures with the same formula, charge and spin is 0.000 eV.

Structure (ORCA input):
```
! RIJCOSX wB97M-V def2-TZVPD def2/J DEFGRID3
* xyz 1 1
C 2.26575 -4.49600 2.72606
C 2.03642 -3.93595 1.32411
O 0.78405 -3.25719 1.30630
C 0.42876 -2.76637 0.02781
C 0.10497 -1.25703 -0.00002
C 1.07437 -0.32228 -0.81514
C 2.48788 -0.89788 -0.97826
C 3.35228 0.07300 -1.77379
F 2.75910 0.18848 -2.99833
F 3.30375 1.31107 -1.22101
C 4.81940 -0.43780 -2.03501
F 5.06392 -0.32541 -3.35032
F 4.85783 -1.76781 -1.76644
C 6.02406 0.25234 -1.30129
F 5.84490 1.56330 -1.09349
F 7.07814 0.13843 -2.13945
C 6.54175 -0.39249 0.02827
F 7.10179 -1.58298 -0.20099
F 7.53527 0.41790 0.46263
C 5.50856 -0.53695 1.17956
F 4.96145 -1.77275 1.04525
F 4.49831 0.34557 1.08958
C 6.13027 -0.51806 2.61014
F 5.23175 -1.16453 3.38949
F 7.25037 -1.24577 2.64975
C 6.31915 0.91409 3.23264
F 6.26008 1.88316 2.31064
F 5.36825 1.10532 4.16132
C 7.67879 1.05912 3.97866
F 7.68857 2.28724 4.51002
F 8.70116 0.98569 3.14081
F 7.78456 0.18500 4.96529
C -1.18965 -1.20606 -0.85310
N -1.60431 0.19953 -0.53244
C -1.56413 0.12419 0.84555
N -2.45668 0.68876 1.61856
C -3.55856 1.50248 1.09219
C -3.09828 2.91366 0.66298
C -2.98151 3.13225 -0.86423
C -3.84954 4.30697 -1.38911
C -3.14053 5.12461 -2.45253
O -2.45859 6.21341 -1.79766
C -1.30793 6.59988 -2.40830
C -0.20150 6.95545 -1.44900
O -1.18479 6.65555 -3.60126
N -2.42498 0.50778 3.01880
C -2.49693 1.54879 3.78331
C -1.62077 2.76826 3.71913
C -3.50623 1.53118 4.88618
N -0.51620 -0.67222 1.21673
C 0.21946 -0.41463 2.44520
C 1.71796 -0.46098 2.33149
F -0.17088 -1.34550 3.39484
H 2.56752 -5.53911 2.71021
H 1.31510 -4.44531 3.25839
H 2.96853 -3.88135 3.28397
H 2.04167 -4.73885 0.58205
H 2.85188 -3.24075 1.09146
H -0.47320 -3.30753 -0.26919
H 1.19643 -3.04753 -0.69037
H 0.65997 -0.16034 -1.80340
H 1.12166 0.62334 -0.27832
H 2.41240 -1.78402 -1.60564
H 2.91941 -1.11943 -0.01065
H -1.94994 -1.84599 -0.39847
H -1.07726 -1.44545 -1.90455
H -2.53104 0.30558 -0.93166
H -4.35158 1.53287 1.83226
H -4.00014 1.02123 0.21797
H -2.10445 3.06265 1.08401
H -3.73059 3.69850 1.07527
H -1.95030 3.40622 -1.08988
H -3.25210 2.25369 -1.44669
H -4.19406 4.95149 -0.58341
H -4.71625 3.86376 -1.88475
H -2.46177 4.53272 -3.06575
H -3.87440 5.55653 -3.13433
H -0.59246 7.00252 -0.43537
H 0.18162 7.93466 -1.72300
H 0.57159 6.19429 -1.51871
H -1.43503 3.06766 4.75196
H -2.12860 3.61616 3.25648
H -0.65514 2.58461 3.25636
H -4.03265 2.48732 4.88585
H -4.23456 0.74995 4.68744
H -3.07413 1.35499 5.87277
H -0.09347 0.54639 2.84479
H 2.11203 -0.32182 3.33811
H 2.09574 -1.40340 1.95399
H 2.06525 0.39919 1.75934
C -8.23202 2.00509 0.74935
C -7.27742 2.02962 -0.43117
O -6.60282 0.80096 -0.65612
C -7.42715 -0.32524 -0.93026
C -8.29667 -0.16817 -2.16402
H -7.70460 1.72763 1.66397
H -8.68046 2.98860 0.88904
H -9.04110 1.28908 0.60615
H -6.49134 2.76508 -0.24476
H -7.79556 2.35193 -1.33986
H -8.03711 -0.57065 -0.05502
H -6.74110 -1.16026 -1.07480
H -9.00759 0.65237 -2.06396
H -8.86556 -1.08117 -2.33788
H -7.68184 0.03188 -3.04262
C 0.41363 -6.47106 -3.47511
C 0.62596 -5.02350 -3.88090
O 1.60009 -4.34318 -3.10459
C 2.91450 -4.88333 -3.13238
C 3.53687 -4.92624 -4.51563
H 0.12637 -6.53597 -2.42428
H -0.37418 -6.91824 -4.08110
H 1.31493 -7.06969 -3.60868
H -0.30235 -4.46842 -3.73666
H 0.86985 -4.95201 -4.94558
H 2.92675 -5.87654 -2.67087
H 3.51087 -4.23366 -2.48890
H 2.98014 -5.57103 -5.19606
H 4.55594 -5.30780 -4.45476
H 3.56423 -3.92726 -4.95328
*
```

These are the Mulliken partial charges, in e, on atoms 1 to 4:
1. C -1.42
2. C 0.60
3. O -0.47
4. C -0.83

# 2
The following is a DFT calculation (ωB97M-V/def2-TZVPD) of a 2-piece molecular cluster, ClFS overall.

Its gap between HOMO and LUMO (alpha / beta) is 0.37751 / 0.22973 Eh. Its highest occupied orbital energy (alpha / beta) is -10.50 / -9.99 eV. As for the expectation value of S²: 2.006. The calculation puts the LUMO energy (alpha / beta) at -0.22 / -3.74 eV.

Structure (ORCA input):
```
! RIJCOSX wB97M-V def2-TZVPD def2/J DEFGRID3
* xyz 0 3
F 1.06318 0.55264 -0.00009
S 0.97106 -1.05969 0.00038
Cl -2.03424 0.50705 -0.00029
*
```

Charges in e, computed with Mulliken, in the same order as the atoms:
1. F -0.15
2. S 0.21
3. Cl -0.06

# 3
The following is a DFT calculation (ωB97M-V/def2-TZVPD) of C24H23N3O4 as an isolated structure.

Its gap between HOMO and LUMO is 0.31251 Eh. Its highest occupied orbital energy is -8.29 eV. The calculation puts the LUMO energy at 0.21 eV. The energy above the lowest of the compared OMol25 structures with the same formula, charge and spin is 2.159 eV.

Structure (ORCA input):
```
! RIJCOSX wB97M-V def2-TZVPD def2/J DEFGRID3
* xyz 0 1
C 7.81520 0.39280 -0.39148
C 6.66398 1.01285 0.36648
O 6.83294 1.96742 1.09603
C 5.32799 0.40516 0.18086
C 5.07089 -0.64158 -0.70485
C 3.80071 -1.16409 -0.83770
C 2.75014 -0.64952 -0.07870
C 2.99746 0.39719 0.81357
C 4.26572 0.91395 0.93537
H 4.46910 1.72491 1.61873
H 2.18006 0.79382 1.39783
N 1.45050 -1.13856 -0.15102
C 0.91796 -2.01147 -1.05588
O 1.51206 -2.52014 -1.98198
C -0.53604 -2.24252 -0.78155
C -1.47546 -1.96988 -1.76840
C -2.82242 -1.99044 -1.46123
C -3.25055 -2.32013 -0.17858
C -2.31144 -2.73793 0.75704
C -0.96147 -2.68375 0.46534
H -0.23749 -2.95387 1.21922
H -2.63485 -3.04857 1.73862
C -4.63950 -1.92932 0.26703
N -4.69477 -0.45879 0.24207
C -3.62668 0.16874 0.81238
C -2.74452 1.18599 0.41033
N -2.78038 2.20978 -0.43242
C -3.97003 2.62146 -1.15726
C -3.60966 3.99425 -1.73155
H -4.47036 4.65756 -1.77279
H -3.20724 3.88477 -2.73879
C -2.51754 4.50076 -0.78900
H -1.89280 5.26497 -1.24391
C -1.74363 3.22507 -0.47434
H -1.20063 3.25834 0.46972
H -1.03317 2.99033 -1.27547
H -2.96094 4.90457 0.12184
H -4.20973 1.90318 -1.94732
H -4.82125 2.67949 -0.46892
C -1.71305 0.66529 1.31694
O -0.49650 0.67629 1.29065
C -2.77830 -0.19826 1.95320
O -2.92120 -0.81329 2.98128
H -4.95038 -0.08690 -0.66492
H -4.81999 -2.26076 1.29104
H -5.42668 -2.30891 -0.38497
H -3.54762 -1.71187 -2.21432
H -1.13927 -1.69063 -2.75558
H 0.80379 -0.69007 0.49425
H 3.61219 -1.96800 -1.52956
H 5.86326 -1.05945 -1.30569
H 7.90938 -0.66040 -0.13730
H 8.73443 0.91131 -0.13078
H 7.64680 0.48069 -1.46261
*
```

These are the Mulliken partial charges, in e, on atoms 1 to 4:
1. C -1.39
2. C 1.15
3. O -0.62
4. C 0.14

# 4
The following is a DFT calculation (ωB97M-V/def2-TZVPD) of C2H6NO2S as an isolated structure in a non-equilibrium geometry.

Its gap between HOMO and LUMO is 0.37551 Eh. Its highest occupied orbital energy is -13.77 eV. The calculation puts the LUMO energy at -3.55 eV. The energy above the lowest of the compared OMol25 structures with the same formula, charge and spin is 2.690 eV.

Structure (ORCA input):
```
! RIJCOSX wB97M-V def2-TZVPD def2/J DEFGRID3
* xyz 1 1
C -1.77459 0.32169 -0.66527
C -1.86515 0.03122 0.49675
N 1.33123 -0.35556 1.40085
O -1.59411 0.64758 -1.88659
O 0.78782 0.49421 -0.94494
S 0.03766 0.87982 -2.15462
H -2.26381 -0.53778 1.33066
H 1.69918 0.24613 2.16746
H 1.81954 -1.16847 1.25861
H 1.11681 0.22315 0.49851
H 0.41250 -0.61942 1.55624
H 0.29292 -0.16256 -3.05765
*
```

These are the Mulliken partial charges, in e, on atoms 1 to 4:
1. C 0.48
2. C -0.61
3. N -0.45
4. O -0.32

# 5
The following is a DFT calculation (ωB97M-V/def2-TZVPD) of one molecule with the formula C4H10O in a non-equilibrium geometry.

Its gap between HOMO and LUMO is 0.39425 Eh. Its highest occupied orbital energy is -9.55 eV. The calculation puts the LUMO energy at 1.18 eV. The energy above the lowest of the compared OMol25 structures with the same formula, charge and spin is 1.270 eV. As for the SMILES: CCOCC.

Structure (ORCA input):
```
! RIJCOSX wB97M-V def2-TZVPD def2/J DEFGRID3
* xyz 0 1
C -1.51688 -0.88125 -0.94053
C -1.43494 0.39467 -0.07133
C 0.76477 0.03248 0.79687
C 2.21118 0.58236 0.27965
H -1.00379 -1.71775 -0.38234
H -1.13511 -0.78400 -1.96564
H -2.57433 -1.00785 -1.06228
H -1.80907 0.11502 0.92186
H -2.06144 1.16545 -0.58009
H 0.51944 0.19458 1.83343
H 0.58553 -1.04998 0.50558
H 3.02043 -0.09255 0.70906
H 2.26679 0.60407 -0.83692
H 2.27897 1.59044 0.76839
O -0.11155 0.85431 0.02428
*
```

These are the Mulliken partial charges, in e, on atoms 1 to 4:
1. C -1.02
2. C -0.34
3. C -0.26
4. C -0.99

# 6
The following is a DFT calculation (ωB97M-V/def2-TZVPD) of a 7-piece molecular cluster, C5H23NO8 overall in a non-equilibrium geometry.

Its gap between HOMO and LUMO is 0.35315 Eh. Its highest occupied orbital energy is -9.36 eV. The calculation puts the LUMO energy at 0.25 eV. The energy above the lowest of the compared OMol25 structures with the same formula, charge and spin is 1.682 eV. As for the SMILES: CN[C@H](C=O)[C@H](C)O.O.O.O.O.O.O.

Structure (ORCA input):
```
! RIJCOSX wB97M-V def2-TZVPD def2/J DEFGRID3
* xyz 0 1
C 0.86136 -1.19202 -2.29524
N 0.28777 -1.82127 -1.09832
C 0.66780 -1.09113 0.11055
C -0.43420 -1.08648 1.20612
C -1.60323 -0.21676 0.83529
O 0.12758 -0.56665 2.42532
C 1.93395 -1.71423 0.71469
O 2.23910 -2.85585 0.48293
H 1.94967 -1.25238 -2.34899
H 0.49125 -0.16801 -2.37405
H 0.43216 -1.65864 -3.18894
H 0.59198 -2.78745 -1.08139
H 0.91233 -0.06356 -0.16575
H -0.68239 -2.12171 1.44565
H -2.38136 -0.64785 0.21381
H -2.16623 0.01448 1.75477
H -1.33336 0.78874 0.51417
H 0.22937 0.40206 2.29938
H 2.55122 -1.03882 1.32274
H 0.93531 2.05440 3.27215
H 1.05937 2.77715 1.88212
O 0.52157 2.14663 2.40566
H -1.67876 -1.92453 -1.56135
H -2.15306 -1.63615 -2.98066
O -2.41479 -1.50825 -2.05982
H -2.25334 0.30030 -2.38348
H -3.09299 1.62135 -2.25421
O -2.20242 1.26467 -2.23234
H 0.78896 3.82014 -0.43959
H 0.36764 4.26014 0.97054
O 1.13623 3.98211 0.45873
H 1.94728 -2.96667 3.17707
H 1.36467 -1.55732 3.40409
O 1.98956 -2.21338 3.77569
H -0.90111 2.63152 -1.63324
H -0.11765 3.16381 -2.74123
O 0.02877 2.86161 -1.83289
*
```

These are the Mulliken partial charges, in e, on atoms 1 to 4:
1. C -0.90
2. N -0.25
3. C 0.47
4. C -0.37

no.,E_tot (Eh)
1,-3798.419769
2,-958.107905
3,-1393.585077
4,-682.825913
5,-233.598290
6,-860.976091